The following is a DFT calculation (ωB97M-V/def2-TZVPD) of a molecular structure, H23O12 at a distorted geometry.

Each line ends with the natural charge from an NBO analysis.
CARTESIAN COORDINATES (ANGSTROEM)
O (-0.8202, -0.4614, -2.7834)  -1.14
H (-1.4976, 0.2691, -1.9388)  0.53
H (-1.5444, -0.9735, -3.1970)  0.46
O (0.6012, 3.2836, 0.9040)  -0.98
H (0.2053, 2.3894, 0.4740)  0.50
H (-0.1656, 3.9177, 0.8314)  0.48
O (2.5550, -3.1299, 2.9123)  -0.98
H (2.5911, -2.5916, 2.1358)  0.49
O (-2.4214, -2.0956, 1.6143)  -0.96
H (-2.2055, -1.1177, 1.5186)  0.50
H (-3.1853, -2.1377, 1.0354)  0.46
O (-1.4810, 3.1553, -3.2133)  -0.96
H (-1.2739, 3.4994, -2.5048)  0.43
H (-2.2564, 1.4474, -0.0692)  0.50
O (1.4925, -0.9548, -3.9637)  -1.02
H (0.5504, -0.8054, -3.4416)  0.50
H (1.7325, -3.5667, 3.1408)  0.49
O (0.8528, -0.4915, 2.3358)  -0.99
H (1.3545, -1.2684, 2.0223)  0.46
H (1.4504, -0.1957, 3.0868)  0.48
O (-2.4953, 1.6829, 0.9171)  -1.02
H (-3.2976, 2.0620, 0.7432)  0.44
H (1.8409, -0.1526, -4.0233)  0.44
O (2.1370, 1.4724, 3.3608)  -0.96
H (2.9572, 1.1118, 3.0691)  0.47
H (1.6930, 1.9551, 2.6268)  0.51
O (0.8785, -2.7398, 1.1067)  -1.00
H (1.0478, -2.8935, 0.1128)  0.50
H (-0.0047, -2.4664, 1.3324)  0.52
O (2.1043, -0.4267, -1.2608)  -0.97
H (2.5349, -1.0897, -0.9385)  0.45
H (1.3396, -0.5775, -1.8632)  0.51
O (-2.3938, 1.0555, -1.5829)  -1.12
H (-1.5675, 2.0883, -3.0099)  0.52
H (-3.3088, 0.7461, -1.4900)  0.46

Frontier orbital gap, eV: 9.43
F_max, eV/Å: 14.68
Net charge: -1
2S+1: 1